C27H44N6O4ReS as an isolated structure at a distorted geometry, computed with ωB97M-V/def2-TZVPD.

Cartesian coordinates (Å):
Re -1.125 -0.359 0.023
C 1.743 2.445 -0.109
C 3.023 1.630 -0.179
C 3.537 1.722 -1.626
C 3.023 0.183 0.362
C 4.302 -0.385 0.336
C 4.575 -1.626 0.883
C 3.554 -2.313 1.504
C 2.263 -1.789 1.613
C 1.364 -2.635 2.524
C 0.334 -1.921 3.396
C 0.797 -3.843 1.775
C 1.986 -0.560 0.978
N 0.642 0.000 1.100
C 0.430 0.742 2.184
C -0.816 1.271 2.402
C -1.347 2.059 3.435
C -2.665 2.270 3.117
C -2.945 1.620 1.891
N -1.812 1.004 1.451
C -4.321 1.690 1.267
C -5.288 0.943 2.203
C -4.436 1.093 -0.128
C -4.726 3.174 1.192
H 1.907 3.405 -0.600
H 1.415 2.658 0.906
H 0.945 1.933 -0.639
H 3.764 2.131 0.452
H 2.766 1.415 -2.340
H 4.433 1.134 -1.814
H 3.779 2.758 -1.857
H 5.123 0.207 -0.049
H 5.586 -2.018 0.885
H 3.768 -3.252 1.999
H 2.077 -3.043 3.245
H -0.534 -1.556 2.859
H 0.789 -1.097 3.949
H -0.026 -2.633 4.139
H 0.145 -3.544 0.959
H 0.223 -4.473 2.454
H 1.601 -4.451 1.356
H 1.246 0.912 2.878
H -0.809 2.415 4.299
H -3.380 2.835 3.690
H -5.017 -0.111 2.290
H -6.299 1.003 1.799
H -5.297 1.377 3.203
H -4.193 0.036 -0.141
H -3.819 1.629 -0.851
H -5.471 1.181 -0.457
H -4.795 3.636 2.175
H -5.706 3.249 0.720
H -4.016 3.747 0.592
O -2.438 -3.875 -0.574
S -1.990 -2.562 -0.367
O -2.802 -1.391 -0.895
O -1.762 -2.063 1.062
O -0.622 -2.152 -0.951
N 4.215 -2.512 -2.435
C 3.049 -2.387 -3.388
C 1.770 -2.040 -2.625
N 1.518 -0.632 -2.387
H 5.115 -2.498 -2.918
H 4.163 -3.386 -1.907
H 4.215 -1.753 -1.735
H 2.967 -3.337 -3.912
H 3.317 -1.613 -4.105
H 1.765 -2.552 -1.658
H 0.932 -2.467 -3.176
H 1.490 -0.093 -3.244
H 2.177 -0.207 -1.748
C -1.739 -0.054 -3.431
C -1.566 1.176 -2.618
N -1.214 1.272 -1.332
C -1.253 2.623 -0.995
C -1.602 3.333 -2.087
N -1.789 2.407 -3.091
H -0.871 -0.701 -3.330
H -1.879 0.207 -4.478
H -2.609 -0.617 -3.093
H -1.032 2.971 -0.003
H -1.732 4.390 -2.238
H -2.088 2.609 -4.033

Computed properties:
ΔE to the lowest compared entry with this formula, charge and spin: 189.8 kJ/mol
LUMO level (alpha / beta): -5.1155 / -6.9991 eV
<S²>: 3.78
Charge: +2
Total energy: -2160.71343 a.u.
Spin multiplicity: 4



A 3-piece molecular cluster, C27H45BFNO8 overall at a distorted geometry, computed with ωB97M-V/def2-TZVPD.

Cartesian coordinates (Å):
C -1.545 0.062 6.696
C -2.045 0.913 5.395
O -3.433 0.667 5.069
C -3.603 0.070 3.763
C -4.419 1.048 2.763
C -3.398 2.221 2.303
C -2.657 1.905 0.915
C -1.152 1.357 1.056
B -0.110 2.383 1.767
C -0.354 4.004 1.669
C -0.625 4.493 3.203
F -1.753 5.379 3.318
C 1.181 1.877 2.626
C 2.382 1.301 1.728
C 1.999 0.037 0.826
N 1.760 -1.213 1.631
C 1.718 -2.400 0.708
C 0.202 -2.590 0.172
C -0.080 -2.811 -1.344
C -1.503 -2.972 -1.950
C -2.703 -2.890 -0.970
C -2.459 -2.701 0.557
C -1.034 -2.559 1.144
O -0.775 -2.396 2.534
H -1.056 0.760 7.477
H -2.412 -0.529 7.140
H -0.758 -0.687 6.333
H -1.319 0.825 4.519
H -1.989 2.020 5.738
H -2.646 -0.320 3.279
H -4.279 -0.860 3.919
H -4.750 0.446 1.844
H -5.348 1.468 3.302
H -4.056 3.154 2.116
H -2.702 2.490 3.170
H -3.266 1.072 0.388
H -2.688 2.797 0.185
H -1.158 0.385 1.658
H -0.765 1.192 -0.025
H 0.546 4.575 1.257
H -1.267 4.290 1.047
H -0.710 3.583 3.885
H 0.302 5.095 3.536
H 0.803 1.156 3.431
H 1.593 2.801 3.184
H 2.890 2.113 1.083
H 3.207 0.950 2.460
H 2.931 -0.200 0.170
H 1.152 0.237 0.073
H 2.516 -1.373 2.310
H 2.390 -2.256 -0.224
H 2.039 -3.360 1.259
H 0.825 -2.845 -2.057
H -1.611 -3.141 -3.079
H -3.774 -2.972 -1.359
H -3.378 -2.657 1.247
H -0.837 -1.446 2.782
C 0.025 0.770 -6.746
C 0.126 -0.055 -5.481
C -1.206 -0.501 -4.949
O -0.957 -0.609 -3.552
C 0.057 0.257 -3.266
O 0.388 0.568 -2.157
O 0.638 0.727 -4.405
H 1.025 1.014 -7.114
H -0.516 0.234 -7.529
H -0.474 1.724 -6.554
H 0.800 -0.905 -5.636
H -1.512 -1.465 -5.361
H -2.006 0.225 -5.108
C 5.320 -2.246 -2.433
C 4.696 -1.583 -3.642
C 3.265 -1.977 -3.869
O 3.128 -1.839 -5.279
C 4.370 -2.020 -5.814
O 4.587 -2.167 -6.981
O 5.326 -2.021 -4.843
H 6.339 -1.877 -2.287
H 4.742 -2.048 -1.527
H 5.402 -3.327 -2.576
H 4.805 -0.495 -3.576
H 2.567 -1.316 -3.348
H 3.047 -3.013 -3.596

Computed properties:
SMILES: CCOCCCCCB(CCF)CCCNCc1ccccc1O.C[C@@H]1COC(=O)O1.C[C@@H]1COC(=O)O1
LUMO level: 0.4155 eV
Total energy: -1836.95992 a.u.



A 5-piece molecular cluster, C27H45BN4O overall at a distorted geometry, computed with ωB97M-V/def2-TZVPD.

Cartesian coordinates (Å):
B 1.273 -2.901 1.364
C 1.791 -1.549 0.549
O 1.180 -0.290 1.044
C 1.608 0.864 0.195
C 3.247 1.182 0.113
C 3.774 2.424 -0.833
C 5.409 2.718 -0.902
C 2.698 3.347 -1.700
C 1.066 3.021 -1.561
C 0.493 1.771 -0.613
C -1.134 1.571 -0.563
C -1.651 0.031 -0.780
C -1.645 2.118 0.931
H 0.197 -3.057 1.810
H 2.067 -3.789 1.442
H 1.550 -1.754 -0.601
H 2.976 -1.533 0.697
H 4.039 0.542 0.728
H 5.906 2.467 0.150
H 5.566 3.877 -1.067
H 5.843 2.062 -1.780
H 3.022 4.242 -2.407
H 0.286 3.680 -2.163
H -1.603 2.300 -1.359
H -0.823 -0.784 -0.586
H -1.972 -0.105 -1.921
H -2.645 -0.174 -0.156
H -1.988 1.140 1.512
H -0.743 2.608 1.508
H -2.576 2.826 0.829
C -6.970 -2.103 0.089
C -5.748 -1.615 0.855
C -5.768 -0.111 1.126
C -5.665 0.681 -0.106
N -5.590 1.308 -1.079
H -7.020 -1.662 -0.911
H -6.930 -3.191 -0.030
H -7.893 -1.854 0.623
H -4.842 -1.887 0.298
H -5.704 -2.144 1.814
H -4.926 0.140 1.781
H -6.683 0.158 1.669
C 6.082 -2.808 0.155
C 7.304 -2.320 0.921
C 7.284 -0.816 1.193
C 7.387 -0.024 -0.039
N 7.463 0.603 -1.013
H 6.032 -2.367 -0.845
H 6.122 -3.896 0.037
H 5.159 -2.559 0.690
H 8.210 -2.592 0.365
H 7.348 -2.849 1.880
H 8.126 -0.565 1.847
H 6.369 -0.547 1.735
C -8.516 -2.386 -5.320
C -7.019 -2.118 -5.396
C -6.172 -3.285 -4.887
C -6.345 -3.514 -3.446
N -6.486 -3.700 -2.310
H -8.849 -2.513 -4.285
H -9.070 -1.544 -5.747
H -8.782 -3.287 -5.882
H -6.786 -1.207 -4.831
H -6.753 -1.923 -6.442
H -5.116 -3.068 -5.086
H -6.419 -4.197 -5.443
C 2.203 3.747 3.792
C 2.767 2.755 4.801
C 4.279 2.881 4.989
C 5.026 2.511 3.780
N 5.616 2.223 2.823
H 2.603 3.571 2.788
H 1.114 3.650 3.738
H 2.438 4.777 4.081
H 2.508 1.736 4.487
H 2.278 2.926 5.767
H 4.588 2.226 5.811
H 4.534 3.906 5.286

Computed properties:
SMILES: BCOc1cc(C)ccc1C(C)C.CCCC#N.CCCC#N.CCCC#N.CCCC#N
LUMO level: 0.0246 eV
Total energy: -1374.44123 a.u.